Here is a single C22H28N2O3 molecule from OMol25. Energies are from the ωB97M-V functional and the def2-TZVPD basis.

```
55
C22H28N2O3 (the ωB97M-V functional and the def2-TZVPD basis)
C -7.293 -1.980 -1.337
C -6.970 -2.641 -0.001
C -5.692 -2.102 0.641
C -4.427 -2.531 -0.106
O -3.249 -2.065 0.522
C -2.882 -0.766 0.390
C -1.766 -0.380 1.139
C -1.279 0.905 1.070
C -1.896 1.847 0.247
C -1.455 3.263 0.201
O -2.240 4.192 0.224
N -0.109 3.510 0.193
C 0.967 2.662 -0.079
C 2.197 2.932 0.513
C 3.288 2.120 0.263
C 3.181 1.031 -0.589
C 4.356 0.135 -0.871
N 3.962 -1.261 -0.764
C 3.585 -1.669 0.580
C 4.799 -1.924 1.484
O 5.680 -2.866 0.909
C 6.114 -2.445 -0.368
C 4.921 -2.208 -1.304
C 1.957 0.781 -1.201
C 0.862 1.586 -0.959
C -3.022 1.471 -0.474
C -3.509 0.179 -0.419
H -8.251 -2.336 -1.709
H -6.537 -2.209 -2.084
H -7.353 -0.900 -1.223
H -6.878 -3.720 -0.140
H -7.799 -2.464 0.686
H -5.737 -1.012 0.689
H -5.615 -2.473 1.666
H -4.454 -2.211 -1.154
H -4.337 -3.621 -0.083
H -1.300 -1.117 1.774
H -0.426 1.185 1.670
H 0.125 4.482 0.361
H 2.293 3.777 1.179
H 4.233 2.341 0.740
H 4.686 0.296 -1.904
H 5.193 0.412 -0.208
H 2.942 -0.904 1.018
H 3.014 -2.598 0.488
H 4.486 -2.347 2.440
H 5.336 -0.980 1.673
H 6.753 -3.243 -0.749
H 6.711 -1.524 -0.275
H 5.271 -1.856 -2.277
H 4.393 -3.157 -1.442
H 1.874 -0.059 -1.872
H -0.074 1.388 -1.457
H -3.515 2.208 -1.090
H -4.378 -0.073 -1.006
```

Results
* energy above the lowest of the compared OMol25 structures with the same formula, charge and spin: 60.2 kcal per mole
* spin multiplicity: 1
* gap between HOMO and LUMO: 9.0 eV
* SMILES: CCCCOc1ccc(C(=O)Nc2ccc(CN3CCOCC3)cc2)cc1
* E_HOMO: -8.245 eV
* max |F|: 0.6 eV/A
* net charge: 0
* E_LUMO: 0.730 eV

Here are the natural (NBO) charges for atoms 1 to 5, given in e: atom 1 (C): -0.6083, atom 2 (C): -0.3934, atom 3 (C): -0.4265, atom 4 (C): -0.0634, atom 5 (O): -0.4886


Here is a molecular structure, C35H24Cl5N8O2STc from OMol25. Energies are from the ωB97M-V functional and the def2-TZVPD basis.

```
76
C35H24Cl5N8O2STc (the ωB97M-V functional and the def2-TZVPD basis)
Tc 0.242 -0.058 -0.075
C -0.479 -1.381 5.600
C -0.462 0.008 5.550
C -0.373 0.662 4.339
C -0.297 -0.067 3.145
C -0.305 -1.458 3.204
C -0.397 -2.106 4.423
N -0.279 0.615 1.880
N -0.560 1.834 1.997
C -0.797 2.568 0.848
C -1.215 3.885 0.985
C -1.475 4.615 -0.161
C -1.327 4.009 -1.400
C -0.925 2.682 -1.452
N -0.661 1.989 -0.352
H -0.559 -1.893 6.550
H -0.525 0.588 6.460
H -0.358 1.740 4.305
H -0.264 -2.043 2.303
H -0.405 -3.188 4.442
H -1.326 4.298 1.977
H -1.797 5.646 -0.093
H -1.519 4.551 -2.315
H -0.813 2.153 -2.389
S 3.818 -1.464 2.454
C 2.983 -2.874 1.987
C 1.900 -2.602 1.213
C 1.702 -1.208 0.976
C 2.692 -0.479 1.597
C 2.860 0.958 1.485
C 3.808 1.688 2.206
C 3.920 3.045 1.991
C 3.103 3.650 1.043
C 2.189 2.864 0.373
N 2.050 1.556 0.601
H 3.337 -3.842 2.308
H 1.267 -3.388 0.837
H 4.438 1.178 2.922
H 4.642 3.628 2.547
H 3.174 4.707 0.828
H 1.553 3.289 -0.395
Cl -3.028 0.128 1.136
C -2.427 -1.461 0.797
C -1.200 -1.623 0.160
C -0.954 -2.886 -0.378
Cl 0.308 -3.068 -1.549
C -1.744 -3.993 -0.080
Cl -1.339 -5.546 -0.684
C -2.879 -3.828 0.713
Cl -3.839 -5.178 1.145
C -3.254 -2.543 1.100
Cl -4.733 -2.307 1.939
N 2.501 -1.147 -5.205
C 3.462 -0.568 -4.499
N 4.681 -0.414 -5.034
N 3.320 -0.118 -3.259
C 2.363 -0.172 -2.426
N 1.664 -0.143 -1.491
H 2.673 -1.464 -6.143
H 1.545 -1.132 -4.838
H 4.901 -0.736 -5.958
H 5.406 -0.018 -4.464
O -0.023 -0.430 -3.890
C -1.039 -0.399 -3.185
O -1.077 -0.198 -1.926
C -2.386 -0.603 -3.827
C -3.465 -1.049 -3.071
C -4.691 -1.270 -3.679
C -4.848 -1.030 -5.037
C -3.773 -0.578 -5.792
C -2.542 -0.373 -5.190
H -3.329 -1.227 -2.011
H -5.529 -1.628 -3.094
H -5.808 -1.194 -5.509
H -3.897 -0.391 -6.851
H -1.692 -0.030 -5.765
```

Results
* energy above the lowest of the compared OMol25 structures with the same formula, charge and spin: 30.0 kcal per mole
* spin multiplicity: 4
* gap between HOMO and LUMO (spin up / spin down): 6.3 / 6.1 eV
* E_HOMO (spin up / spin down): -10.616 / -10.781 eV
* max |F|: 1.6 eV/A
* net charge: +1
* E_LUMO (spin up / spin down): -4.313 / -4.693 eV

Here are the Löwdin charges for atoms 1 to 5, given in e: atom 1 (Tc): 1.6052, atom 2 (C): -0.0508, atom 3 (C): -0.0584, atom 4 (C): -0.0091, atom 5 (C): -0.2294


Here is 3 unconnected molecules or ions with the total composition C13H31BFO4 from OMol25. Energies are from the ωB97M-V functional and the def2-TZVPD basis.

```
50
C13H31BFO4 (the ωB97M-V functional and the def2-TZVPD basis)
C -1.452 -1.887 -0.511
C -1.694 -1.089 -1.788
C -1.002 0.276 -1.762
F -1.245 0.789 -3.103
C -1.379 1.242 -0.708
B -2.779 1.430 -0.248
O -3.140 1.625 1.126
O -3.909 1.489 -1.106
C -5.139 0.961 -0.702
H -0.378 -2.036 -0.357
H -1.917 -2.877 -0.571
H -1.863 -1.368 0.357
H -1.312 -1.663 -2.643
H -2.767 -0.940 -1.950
H 0.083 0.092 -1.744
H -0.700 1.159 0.154
H -2.366 1.375 1.651
H -5.147 0.689 0.358
H -5.934 1.701 -0.863
H -5.386 0.071 -1.298
C 2.189 -5.390 -2.399
C 1.674 -4.120 -3.058
O 1.787 -2.969 -2.250
C 3.095 -2.588 -1.877
C 3.996 -2.247 -3.054
H 1.729 -5.518 -1.418
H 1.938 -6.254 -3.016
H 3.273 -5.378 -2.271
H 0.606 -4.210 -3.257
H 2.171 -3.969 -4.025
H 3.563 -3.359 -1.252
H 2.953 -1.706 -1.252
H 4.242 -3.124 -3.655
H 4.932 -1.822 -2.688
H 3.509 -1.512 -3.696
C 0.949 2.404 5.102
C 1.433 2.642 3.679
O 0.396 2.732 2.730
C -0.506 3.818 2.889
C 0.172 5.177 2.819
H 0.275 1.547 5.131
H 1.800 2.201 5.755
H 0.420 3.269 5.505
H 2.039 1.797 3.347
H 2.076 3.531 3.647
H -1.074 3.719 3.823
H -1.212 3.712 2.066
H 0.826 5.365 3.673
H -0.586 5.962 2.805
H 0.763 5.251 1.906
```

Results
* spin multiplicity: 1
* gap between HOMO and LUMO: 4.9 eV
* E_HOMO: -2.105 eV
* max |F|: 1.1 eV/A
* net charge: -1
* E_LUMO: 2.831 eV

Here are the natural (NBO) charges for atoms 1 to 5, given in e: atom 1 (C): -0.6104, atom 2 (C): -0.4295, atom 3 (C): 0.2065, atom 4 (F): -0.4455, atom 5 (C): -0.9849